Record 1
One molecule with the formula C2H7ClO2Si at a distorted geometry. Source: the OMol25 dataset; level of theory: ωB97M-V/def2-TZVPD.

The value obtained for the gap between HOMO and LUMO is 0.427 Eh. The relative energy (zero: lowest compared OMol25 entry of this formula, charge and spin) comes out at 0.978 eV. The calculated total energy comes out at -26684.685 eV. As for the SMILES: CO[SiH](Cl)OC. The HOMO energy is -10.8 eV. The value obtained for the LUMO energy is 0.85 eV.

Each line ends with the natural charge from an NBO analysis.
Element x y z (Å)
C: -1.849 0.827 1.657  -0.21
O: -0.847 0.634 0.754  -0.89
Si: -0.320 -0.399 -0.358  1.87
Cl: -1.194 0.006 -2.266  -0.44
O: 1.197 0.109 -0.287  -0.90
C: 2.250 -0.357 -1.082  -0.25
H: -1.654 0.241 2.667  0.16
H: -2.666 0.466 1.184  0.17
H: -2.131 1.861 1.974  0.19
H: -0.451 -1.839 -0.187  -0.23
H: 2.721 0.424 -1.783  0.19
H: 1.850 -1.086 -1.808  0.17
H: 3.094 -0.887 -0.466  0.19

Record 2
One molecule with the formula C2H7ClOSi at a distorted geometry. Source: the OMol25 dataset; level of theory: ωB97M-V/def2-TZVPD.

The value obtained for the gap between HOMO and LUMO (alpha / beta) is 0.156 / 0.220 Eh. The relative energy (zero: lowest compared OMol25 entry of this formula, charge and spin) comes out at 0.753 eV. The calculated total energy comes out at -24629.996 eV. The multiplicity is 3. The HOMO energy (alpha / beta) is -3.6 / -10.8 eV. The value obtained for the LUMO energy (alpha / beta) is 0.65 / -4.83 eV.

Each line ends with the natural charge from an NBO analysis.
Element x y z (Å)
C: -0.523 2.061 0.014  -0.34
C: -0.013 -2.013 0.495  -1.02
O: -0.891 0.814 -0.392  -0.55
Si: 0.118 -0.506 -0.649  1.00
Cl: 1.895 0.346 -0.145  -0.42
H: -1.307 2.648 0.390  0.20
H: 0.079 2.609 -0.744  0.26
H: 0.283 2.007 0.817  0.25
H: 0.933 -2.506 0.564  0.22
H: -0.239 -1.721 1.488  0.23
H: -0.762 -2.893 0.129  0.26
H: 0.426 -0.845 -1.967  -0.10

Record 3
A 2-piece molecular cluster, C2H7FN5 overall at a distorted geometry. Source: the OMol25 dataset; level of theory: ωB97M-V/def2-TZVPD.

The value obtained for the gap between HOMO and LUMO is 0.403 Eh. The relative energy (zero: lowest compared OMol25 entry of this formula, charge and spin) comes out at 0.717 eV. The calculated total energy comes out at -12346.823 eV. The total charge is +1. The HOMO energy is -14.4 eV. The value obtained for the LUMO energy is -3.44 eV.

Each line ends with the natural charge from an NBO analysis.
Element x y z (Å)
C: -2.351 0.499 0.225  0.58
C: 0.493 -0.336 0.004  0.68
N: -2.195 1.686 0.106  -0.68
N: 0.845 0.579 0.900  -0.75
N: 0.747 -1.620 0.225  -0.75
N: -2.331 -0.618 0.700  -0.14
N: -0.128 0.040 -1.114  -0.77
F: -2.150 -1.776 -0.014  -0.20
H: -2.892 2.399 -0.019  0.43
H: 1.252 0.321 1.784  0.43
H: 0.597 1.547 0.779  0.43
H: 1.129 -1.934 1.101  0.43
H: 0.428 -2.327 -0.417  0.43
H: -0.315 -0.630 -1.843  0.43
H: -0.227 1.015 -1.342  0.44

Record 4
A 2-piece molecular cluster, C2H7I2N2O overall at a distorted geometry. Source: the OMol25 dataset; level of theory: ωB97M-V/def2-TZVPD.

The value obtained for the gap between HOMO and LUMO is 0.321 Eh. The relative energy (zero: lowest compared OMol25 entry of this formula, charge and spin) comes out at 0.629 eV. The calculated total energy comes out at -23408.656 eV. The total charge is +1. The HOMO energy is -13.3 eV. The value obtained for the LUMO energy is -4.54 eV.

Each line ends with the natural charge from an NBO analysis.
Element x y z (Å)
C: -0.168 -1.442 0.371  -0.72
C: 0.328 -0.368 1.225  0.70
N: 0.759 -0.614 2.420  -0.71
N: -0.358 1.514 -1.587  -1.03
O: 0.317 0.868 0.839  -0.62
I: 0.327 0.172 -2.962  0.35
I: 0.982 -2.461 3.243  0.46
H: -1.001 -0.954 -0.252  0.27
H: 0.745 -1.524 -0.252  0.28
H: -0.498 -2.287 0.954  0.26
H: 1.416 -0.009 2.951  0.46
H: -1.044 2.135 -1.854  0.40
H: 0.422 2.155 -1.588  0.39
H: 0.023 1.082 -0.080  0.52

Record 5
An isolated ion of composition C2H7IN3 and charge +1 at a distorted geometry. Source: the OMol25 dataset; level of theory: ωB97M-V/def2-TZVPD.

The value obtained for the gap between HOMO and LUMO (alpha / beta) is 0.261 / 0.261 Eh. The relative energy (zero: lowest compared OMol25 entry of this formula, charge and spin) comes out at 2.504 eV. The calculated total energy comes out at -14748.947 eV. The total charge is +1. As for the SMILES: N/[NH+]=C\[C@H](N)I. The HOMO energy (alpha / beta) is -12.9 / -12.9 eV. The value obtained for the LUMO energy (alpha / beta) is -5.78 / -5.78 eV.

Each line ends with the natural charge from an NBO analysis.
Element x y z (Å)
N: 0.908 -1.186 -2.019  -0.56
N: 0.025 -0.284 -1.488  -0.24
C: -0.501 0.090 -0.325  0.12
C: -0.243 -0.017 1.189  0.00
N: -1.105 0.485 2.082  -0.75
I: 1.899 1.465 1.168  -0.18
H: 1.819 -1.310 -1.400  0.41
H: 1.212 -0.912 -2.881  0.39
H: -0.432 0.098 -2.342  0.44
H: -1.400 0.730 -0.493  0.24
H: 0.398 -0.839 1.612  0.28
H: -1.555 1.427 1.839  0.42
H: -1.023 0.252 3.058  0.44

Record 6
One molecule with the formula C2H7N at a distorted geometry. Source: the OMol25 dataset; level of theory: ωB97M-V/def2-TZVPD.

The value obtained for the gap between HOMO and LUMO is 0.391 Eh. The relative energy (zero: lowest compared OMol25 entry of this formula, charge and spin) comes out at 0.123 eV. The calculated total energy comes out at -3677.360 eV. As for the SMILES: CCN. The HOMO energy is -9.4 eV. The value obtained for the LUMO energy is 1.23 eV.

Each line ends with the natural charge from an NBO analysis.
Element x y z (Å)
C: -1.087 -0.255 -0.086  -0.62
C: 0.180 0.555 -0.011  -0.22
N: 1.330 -0.358 -0.196  -0.83
H: -2.056 0.317 -0.078  0.21
H: -1.141 -0.864 -0.980  0.22
H: -1.129 -0.988 0.782  0.19
H: 0.167 1.299 -0.830  0.18
H: 0.259 1.198 0.908  0.16
H: 1.273 -1.071 0.556  0.35
H: 2.203 0.167 -0.064  0.36

Record 7
A 2-piece molecular cluster, C2H7N overall at a distorted geometry. Source: the OMol25 dataset; level of theory: ωB97M-V/def2-TZVPD.

The value obtained for the gap between HOMO and LUMO (alpha / beta) is 0.335 / 0.253 Eh. The relative energy (zero: lowest compared OMol25 entry of this formula, charge and spin) comes out at 3.386 eV. The calculated total energy comes out at -3664.865 eV. The total charge is +1. The multiplicity is 2. The HOMO energy (alpha / beta) is -16.4 / -16.2 eV. The value obtained for the LUMO energy (alpha / beta) is -7.27 / -9.33 eV.

Each line ends with the natural charge from an NBO analysis.
Element x y z (Å)
C: -1.708 1.010 0.964  0.08
N: -0.861 0.265 0.337  -0.18
C: 1.648 -0.843 -0.699  -0.81
H: -2.608 0.455 1.277  0.28
H: -1.502 2.030 1.311  0.29
H: -1.693 0.230 -0.378  0.44
H: 1.881 -1.545 0.097  0.23
H: 2.501 -0.160 -0.775  0.24
H: 1.468 -1.364 -1.637  0.24
H: 0.873 -0.078 -0.497  0.19

Record 8
An isolated ion of composition C2H7N2 and charge +1 at a distorted geometry. Source: the OMol25 dataset; level of theory: ωB97M-V/def2-TZVPD.

The value obtained for the gap between HOMO and LUMO is 0.257 Eh. The relative energy (zero: lowest compared OMol25 entry of this formula, charge and spin) comes out at 5.897 eV. The calculated total energy comes out at -5155.569 eV. The total charge is +1. The HOMO energy is -15.9 eV. The value obtained for the LUMO energy is -8.85 eV.

Each line ends with the natural charge from an NBO analysis.
Element x y z (Å)
C: -1.590 0.018 -0.462  -0.55
N: -0.348 -0.741 -0.059  0.11
C: 0.568 -0.241 0.830  -0.18
N: 1.675 0.355 -0.197  -0.60
H: -2.378 0.036 0.333  0.31
H: -1.980 -0.634 -1.266  0.26
H: -1.441 1.034 -0.904  0.30
H: 1.073 -1.011 1.434  0.31
H: 0.330 0.650 1.445  0.22
H: 2.619 0.302 0.041  0.41
H: 1.470 0.233 -1.195  0.41